DFT (ωB97M-V/def2-TZVPD) results for a cluster of 11 separate species, C26H68BN16O18 in total in a non-equilibrium geometry.

```
129
Properties=species:S:1:pos:R:3:forces:R:3:mulliken_charge:R:1
O -0.2157 -2.0635 2.3542 0.41 2.65 -2.09 -0.7708
C 0.0643 -1.1896 1.5393 -1.70 -0.19 0.62 0.5373
O -0.7318 -0.1339 1.0963 0.06 -1.22 0.51 -0.2632
B -0.0833 0.6512 0.0257 1.52 -0.27 1.08 1.6969
O 1.3075 0.0728 0.0229 -0.34 -0.30 0.01 -0.7978
C 1.3368 -1.0491 0.7269 2.65 -1.82 -0.26 0.8842
O 2.2418 -1.8998 0.7271 -2.31 2.51 0.09 -0.7006
O -0.0850 2.1299 0.2730 0.54 -0.99 1.66 -1.2809
C -0.7469 2.7144 -0.6607 -1.48 3.11 -1.61 0.8463
O -1.1814 3.8618 -0.7202 1.30 -1.97 0.59 -0.4559
C -0.9799 1.7022 -1.7500 -4.20 5.46 -5.64 0.0725
O -0.6454 0.6099 -1.3229 1.04 -5.58 0.93 -0.4594
O -1.5594 2.0073 -2.8541 2.38 -1.40 3.79 -0.8260
C -3.6736 -0.8546 -3.3173 1.08 -0.43 -0.54 -1.4236
C -3.1095 -2.2048 -2.9571 0.56 -1.15 0.58 0.0518
C -1.8765 -2.1996 -2.0438 0.70 -0.58 -1.02 0.1871
O -1.5185 -3.5692 -1.7051 -0.79 0.58 0.51 -0.5279
C -0.8192 -3.5936 -0.4793 0.43 -0.35 -0.12 0.2271
N -4.1798 -2.8496 -2.2274 -0.44 -0.18 0.11 -0.7985
H -2.8137 -0.3340 -3.7389 -0.47 0.90 -0.04 0.3113
H -4.1024 -0.4158 -2.4164 0.36 0.55 -0.03 0.4599
H -4.4951 -0.9733 -4.0238 0.18 0.06 -0.14 0.2700
H -2.7880 -2.7964 -3.8143 -0.42 0.01 -0.39 0.4284
H -2.1122 -1.5498 -1.2011 0.29 -0.23 0.51 -0.0449
H -0.9543 -1.9179 -2.5520 -0.15 1.10 -0.11 0.2392
H 0.0384 -2.9208 -0.4809 -0.11 0.71 -0.08 -0.4058
H -0.2869 -4.5343 -0.3384 -0.62 -0.45 -0.13 0.3717
H -1.4917 -3.3998 0.3563 0.15 -0.01 0.06 -0.0288
H -3.7970 -3.5450 -1.6029 0.02 -0.42 0.06 0.3837
H -4.4483 -2.0699 -1.6442 -0.80 -0.38 0.66 0.2521
C -0.1927 -8.3971 5.1756 -0.46 0.00 -0.67 -1.3927
C 0.3222 -7.5789 3.9683 1.08 -1.64 -0.12 0.2477
C 1.4911 -6.6097 4.2959 -2.23 -0.61 -0.27 -0.5134
O 1.7185 -5.7885 3.1437 -0.24 -0.38 0.65 -0.2869
C 2.0761 -4.4691 3.5127 1.31 -0.19 1.21 -0.7209
N 0.8377 -8.5650 2.9469 -1.20 1.00 0.32 -0.7734
H -0.4915 -7.8244 6.0536 0.36 0.16 0.01 0.3562
H 0.4760 -9.2188 5.4320 0.47 0.33 0.26 0.3031
H -1.0874 -8.9424 4.8752 -0.17 0.16 -0.24 0.3629
H -0.4902 -7.0953 3.4259 -0.01 0.42 0.44 0.3729
H 2.2979 -7.2852 4.5801 0.69 0.38 -0.22 0.1528
H 1.1872 -6.0569 5.1848 0.21 0.57 -0.06 0.3956
H 2.6243 -4.5809 4.4481 0.36 0.34 0.18 0.4727
H 1.2734 -3.7782 3.7706 -0.46 -0.20 -0.66 0.2881
H 2.8063 -4.0462 2.8228 -0.47 0.03 -0.37 0.1272
H 1.5746 -9.1461 3.3204 0.28 0.18 0.10 0.2664
H 1.2044 -7.9122 2.2691 0.52 -0.53 -0.62 0.3169
C 2.1676 -2.4829 -3.2159 0.21 -0.13 -0.27 -1.2173
C 2.6136 -3.7856 -2.6683 -0.03 -2.34 0.92 1.1125
C 3.5165 -4.6017 -3.6428 -0.98 0.38 0.18 -0.9000
O 2.7985 -5.5270 -4.5337 0.57 1.90 -0.67 -0.3677
C 2.5876 -4.9563 -5.8728 0.98 -0.62 0.72 -0.6586
N 3.2915 -3.6280 -1.3679 -0.01 0.59 -0.10 -0.6798
H 3.0289 -1.9731 -3.6475 -0.17 0.42 0.00 0.4240
H 1.7301 -1.9167 -2.3936 -0.27 0.37 -0.41 -0.0068
H 1.4546 -2.7662 -3.9902 -0.21 0.73 -0.09 0.2961
H 1.7173 -4.3754 -2.4761 -0.27 -0.30 -0.32 0.0815
H 4.2410 -5.1266 -3.0202 -0.14 -0.45 -0.32 0.3703
H 4.0419 -3.8021 -4.1649 0.39 -0.41 -0.68 0.3534
H 3.5246 -4.7826 -6.4019 0.58 0.06 0.37 0.2962
H 2.0979 -3.9825 -5.8821 -0.53 -0.24 0.25 0.2552
H 2.1295 -5.7065 -6.5173 -0.64 0.08 0.50 0.2830
H 2.7771 -2.9002 -0.8926 0.39 0.58 0.06 0.1678
H 3.0674 -4.3830 -0.7356 0.24 -0.75 -0.27 0.2946
C 0.7348 2.2465 3.7288 0.16 -0.89 2.05 -1.4131
C 1.1608 3.6442 3.4308 1.34 -2.28 -2.80 0.5536
C 2.5514 3.6496 2.6430 -0.60 1.81 2.13 -0.8919
O 2.8333 5.0649 2.3322 1.18 -1.60 0.16 -0.4024
C 4.1993 5.1575 1.8849 -0.47 0.93 -0.18 -0.8473
N 0.2737 4.0805 2.4289 -1.59 2.99 -0.83 -0.6606
H 0.3908 1.5559 2.9589 0.81 0.29 -0.54 0.0436
H -0.1404 2.2606 4.3783 -0.05 0.24 0.26 0.3632
H 1.5568 1.8904 4.3498 -0.12 -1.08 0.00 0.4301
H 1.1864 4.1458 4.3982 0.10 0.77 -0.40 0.3728
H 2.4972 3.1230 1.6901 -0.07 -0.44 0.23 0.2435
H 3.3111 3.3015 3.3429 0.51 -0.28 -0.31 0.6466
H 4.9327 4.7982 2.6068 -0.21 -0.32 0.22 0.3737
H 4.4276 6.2131 1.7371 -0.15 0.10 0.19 0.2260
H 4.3795 4.7082 0.9083 -0.28 -0.43 -0.02 0.3596
H 0.8332 4.7441 1.9125 -0.51 0.63 -0.50 0.2572
H -0.0004 3.4005 1.7341 0.25 -0.46 0.59 0.5156
C -2.0421 7.1218 0.7652 0.49 -0.04 0.55 0.4532
O -2.2826 8.3251 0.7117 -0.57 -0.28 -0.61 -0.7367
N -2.5655 6.0752 0.0981 -1.38 0.50 -1.00 -0.1248
N -1.0965 6.6498 1.5966 1.08 0.71 1.15 -0.2854
H -3.3674 6.2117 -0.5006 0.31 -0.22 0.11 0.1216
H -2.0954 5.1850 0.1789 -0.49 0.12 -0.38 0.1853
H -0.8760 5.6695 1.6987 0.06 0.26 0.45 0.4089
H -0.6262 7.3747 2.1195 0.05 -0.56 0.11 0.2091
C 1.8778 6.7624 -0.7206 -2.96 -3.59 -5.82 0.6742
O 2.4097 5.9694 -1.4355 2.05 -3.16 -2.02 -0.7294
N 0.6478 7.1436 -0.8893 -3.84 0.99 -0.53 -0.2948
N 2.4275 7.4116 0.1456 6.04 5.85 8.64 -0.3326
H 0.4496 8.0076 -0.4053 -1.28 -0.45 -0.50 0.1467
H -0.0137 6.5305 -1.3437 -0.10 0.52 0.10 0.1475
H 3.4276 7.3675 0.2796 -0.36 -0.18 -0.07 0.2501
H 1.8854 7.8042 0.9019 0.39 0.00 -0.10 0.1726
C -4.2541 -3.0096 1.8142 0.90 -2.07 0.66 0.8040
O -4.0916 -4.1901 1.8670 0.34 -3.44 -0.07 -0.7030
N -5.4089 -2.4527 1.8359 -5.82 1.23 -0.32 -0.4411
N -3.3206 -2.1459 1.8559 4.72 4.63 -0.33 -0.0566
H -6.1572 -3.1297 1.7924 -0.27 0.62 -0.13 0.2550
H -5.5623 -1.4624 1.7099 -0.23 -0.48 0.07 0.1590
H -3.5930 -1.1873 1.6915 0.63 -0.07 0.22 0.0736
H -2.3384 -2.3099 2.0243 -0.26 -0.32 -0.04 0.0157
C 5.0219 -1.4363 3.3117 0.98 -2.01 0.25 0.7002
O 5.7057 -2.1893 3.9622 1.46 -1.78 0.54 -0.7004
N 4.7953 -1.5755 2.0023 0.05 0.51 -0.83 -0.2768
N 4.4023 -0.4820 3.9456 -2.58 4.06 0.89 -0.2864
H 4.2075 -0.8947 1.5429 0.13 -0.78 -0.40 0.0746
H 5.1474 -2.4200 1.5744 -0.25 0.45 -0.21 0.1707
H 3.9240 0.2401 3.4260 -0.07 -0.09 0.23 0.1130
H 4.4460 -0.3458 4.9454 0.40 -0.42 -0.44 0.1865
C -1.7767 6.0854 -4.5296 0.26 0.68 -0.89 0.4945
O -1.4929 6.9764 -5.3011 0.52 0.79 -0.61 -0.7273
N -2.9665 5.8660 -4.0463 -5.39 0.53 1.31 -0.2657
N -1.0044 5.1371 -4.0784 3.89 -1.42 0.21 -0.2343
H -3.0774 5.3306 -3.1971 -0.02 0.11 -0.16 0.0978
H -3.6756 6.5683 -4.2016 0.18 -0.10 0.01 0.2120
H -1.3570 4.3612 -3.5365 0.53 -0.03 -0.07 0.1551
H -0.0337 5.2876 -4.3133 0.04 -0.74 0.37 0.1892
C -5.1192 3.3192 -3.0678 0.12 -1.38 1.55 0.6605
O -5.0232 3.2710 -1.8608 0.01 0.63 1.52 -0.6849
N -4.4522 2.5340 -3.8501 3.95 -3.44 -3.07 -0.1548
N -6.0402 3.9534 -3.7382 -3.59 3.23 -1.14 -0.4302
H -4.4436 2.5266 -4.8601 -0.66 0.54 0.21 0.1517
H -3.7006 1.9276 -3.5543 0.02 0.48 0.84 0.0722
H -6.7956 4.3469 -3.1952 0.30 0.25 -0.24 0.2426
H -5.9601 4.2123 -4.7111 0.00 -0.22 0.36 0.1829
```
Forces are in eV/Å.

Kohn-Sham gap: 8.568 eV
LUMO: 1.189 eV
E_tot: -89444.9476 eV
charge: -1
molecular weight: 903.7 g/mol

---

DFT (ωB97M-V/def2-TZVPD) results for a structure of composition C14H10EuF5NO in a non-equilibrium geometry.

```
32
Properties=species:S:1:pos:R:3:forces:R:3:mulliken_charge:R:1
C 1.0121 -1.4071 -3.0061 -1.48 -1.04 0.48 -0.2824
C -0.4155 -1.2927 -3.2620 1.16 -1.64 0.82 -0.4426
C -1.1077 -2.0656 -2.2401 2.11 -1.12 -1.35 -0.6525
C -0.1043 -2.6570 -1.3719 0.15 0.34 -2.10 -0.6474
C 1.1963 -2.2551 -1.8485 -1.49 0.59 -1.22 -0.5523
Eu -0.3361 -0.1412 -0.9583 -1.05 1.33 0.83 0.5506
C -1.5452 2.0594 -2.0949 -0.79 -0.63 0.79 -0.9161
C -0.1330 2.2516 -2.2139 3.05 -1.32 -3.61 0.1738
C 0.5484 2.6607 -3.3560 0.11 0.79 -0.23 -0.7511
N 1.1215 1.2490 -1.5393 3.46 5.72 0.43 -0.5451
H -2.1678 -2.1596 -2.1647 -0.54 -0.13 0.14 0.3797
H -0.8590 -0.7151 -4.0667 0.00 -0.02 0.23 0.4565
H -0.2894 -3.2545 -0.5086 -0.14 -0.31 0.45 0.4593
H 2.1557 -2.5106 -1.4239 -0.03 0.00 0.16 0.3355
H 1.7959 -0.9151 -3.5863 -0.34 -0.11 0.37 0.2986
H -2.1328 1.3916 -2.7738 0.60 0.92 0.33 0.2657
H 2.1073 1.9474 -1.6535 -3.74 -2.72 0.56 0.0736
H -2.0499 2.4675 -1.2136 -0.04 -0.33 -0.11 0.2245
H 0.2392 3.0470 -4.4269 -0.04 -0.33 2.49 0.2414
H 1.6379 2.5444 -3.1592 -0.81 0.14 -1.46 0.1427
F 0.0694 0.0610 6.6349 0.08 0.02 0.37 -0.3516
C 0.0389 0.0198 5.2843 -0.01 0.29 -0.37 0.2692
C -0.0985 1.2154 4.5547 0.06 -0.71 0.39 0.3202
F -0.1560 2.3856 5.1926 0.02 0.48 0.57 -0.3361
C -0.1907 1.1768 3.2011 0.06 -0.73 -0.81 0.0894
F -0.2900 2.2786 2.4357 -0.07 -0.15 0.62 -0.2890
C -0.1885 -0.0770 2.5258 -0.45 0.60 -1.88 0.2098
O -0.3840 -0.1201 1.2617 0.05 -0.07 1.94 -0.5030
C 0.0118 -1.2483 3.2495 0.18 0.24 0.67 0.1809
F 0.1118 -2.4044 2.5806 -0.07 -0.23 0.19 -0.3017
C 0.1171 -1.1966 4.6214 0.00 0.09 0.11 0.2426
F 0.2851 -2.3357 5.3261 -0.01 0.02 0.18 -0.3429
```
Forces are in eV/Å.

2S+1: 8
Kohn-Sham gap (spin up / spin down): 3.556 / 4.108 eV
LUMO (spin up / spin down): 4.834 / 4.827 eV
E_tot: -51127.2172 eV
charge: -2
molecular weight: 455.2 g/mol

---

DFT (ωB97M-V/def2-TZVPD) results for a structure of composition C3H8N3 in a non-equilibrium geometry.

```
14
Properties=species:S:1:pos:R:3:forces:R:3:mulliken_charge:R:1
C 2.1903 -0.2365 0.1531 -0.67 -0.10 -0.85 0.1440
C 0.3431 0.3703 -0.5659 2.62 -1.31 -0.31 -0.6103
C -1.9590 -0.3720 -0.1895 -2.68 1.86 0.24 -0.6730
N 1.0396 -0.8338 -0.1139 -1.86 -2.95 -0.63 -0.1061
N 1.5850 0.9783 -0.0715 2.31 2.16 1.15 -0.1670
N -0.8569 0.5650 0.2465 1.64 0.02 1.71 -0.1198
H 3.1927 -0.8151 0.1610 -1.49 1.94 0.13 0.3332
H -2.8954 0.0456 0.4117 1.83 -1.53 -1.26 0.3269
H -2.2093 -0.3218 -1.2971 0.77 0.32 1.45 0.3126
H -1.6734 -1.3986 0.0596 -0.15 0.42 0.23 0.2930
H 0.7989 -1.8147 -0.2925 0.55 0.67 -0.01 0.2169
H 1.9892 1.9335 0.0668 -0.80 -1.33 -0.58 0.2369
H -0.5718 0.3001 1.2624 -1.04 0.88 -1.53 0.4145
H -0.9731 1.5997 0.1693 -1.03 -1.04 0.26 0.3981
```
Forces are in eV/Å.

Kohn-Sham gap: 9.233 eV
LUMO: -3.578 eV
E_tot: -7700.6511 eV
charge: +1
molecular weight: 86.1 g/mol